# 1
Here is C29H37Cl5CsN5O4S4 as an isolated structure from the OMol25 dataset. Energies are from wB97M-V/def2-TZVPD.

Values from the calculation:
Kohn-Sham gap = 7.194 eV
Energy relative to the best compared isomer or geometry (same formula, charge and spin) = 50.8 kJ/mol
HOMO level = -7.0 eV
Calculated total energy = -5615.7398 hartree

Positions of all 85 atoms, in Å:
Cs  1.1243  -0.0569  -0.7345
N  -1.7773  -3.0416  -1.3850
N  -0.6507  -3.6447  -0.7796
C  -0.5003  -3.8259  0.5349
N  0.6575  -4.4391  0.8914
S  -1.6322  -3.3412  1.6834
H  -1.4639  -2.1264  -1.6916
H  -2.4620  -2.9195  -0.6396
H  0.0085  -4.0483  -1.4269
H  1.2970  -4.7952  0.2004
H  0.7266  -4.7690  1.8364
Cl  3.2516  -2.4882  -0.9044
C  2.8019  -2.2317  -2.5636
C  2.8709  -0.9854  -3.2173
C  2.4898  -0.9534  -4.5830
Cl  2.6142  0.5645  -5.4046
C  1.9955  -2.0572  -5.2422
Cl  1.5049  -1.9341  -6.8908
C  1.8879  -3.2799  -4.5748
Cl  1.2471  -4.6570  -5.3885
C  2.3068  -3.3470  -3.2583
Cl  2.1910  -4.8772  -2.4477
O  0.6501  -1.4772  1.5608
S  0.2810  -1.1623  2.9737
C  1.2858  0.2669  3.4402
C  2.2758  0.7691  2.6020
C  3.0292  1.8574  3.0331
C  2.7973  2.4351  4.2731
C  1.7906  1.9366  5.0922
C  1.0283  0.8597  4.6703
C  1.1601  -2.3589  3.9812
C  0.6671  -2.6990  5.2296
C  1.3399  -3.6512  5.9825
C  2.4787  -4.2591  5.4717
C  2.9470  -3.9228  4.2069
C  2.2844  -2.9684  3.4503
H  2.4913  0.3498  1.6221
H  3.8038  2.2477  2.3857
H  3.3983  3.2735  4.6004
H  1.6009  2.3858  6.0588
H  0.2373  0.4705  5.3012
H  -0.2446  -2.2453  5.5996
H  0.9643  -3.9315  6.9576
H  2.9970  -5.0084  6.0553
H  3.8280  -4.4091  3.8084
H  2.6085  -2.7063  2.4510
C  -3.3062  4.4739  1.6733
N  -2.0629  4.2798  2.3764
C  -1.5610  5.2775  3.3091
C  -0.2565  4.6378  3.7957
N  0.0282  3.7260  2.7007
C  -1.0815  3.4399  1.9832
S  -1.1834  2.2375  0.8238
H  -4.1291  4.5499  2.3845
H  -3.4708  3.6197  1.0218
H  -3.2745  5.3861  1.0692
H  -2.2734  5.4491  4.1156
H  -1.3842  6.2278  2.7929
H  -0.3991  4.0970  4.7358
H  0.5407  5.3669  3.9271
H  0.7749  3.0491  2.7356
C  -3.2967  3.7239  -3.0724
C  -1.9838  2.9990  -3.3402
C  -2.0988  1.5107  -3.0341
S  -0.6433  0.6239  -3.6397
O  -0.6016  -0.6815  -2.8827
C  -1.2119  0.2236  -5.3222
C  -1.8514  -1.1552  -5.4106
C  -3.2670  -1.2391  -4.8568
H  -3.1902  4.7978  -3.2262
H  -3.6223  3.5607  -2.0434
H  -4.0872  3.3643  -3.7337
H  -1.1886  3.4249  -2.7249
H  -1.6838  3.1475  -4.3825
H  -3.0051  1.0722  -3.4544
H  -2.0910  1.3250  -1.9580
H  -0.3185  0.2797  -5.9453
H  -1.8866  1.0286  -5.6239
H  -1.2162  -1.8665  -4.8795
H  -1.8337  -1.4468  -6.4632
H  -3.2745  -1.1330  -3.7713
H  -3.7075  -2.2093  -5.0848
H  -3.9113  -0.4676  -5.2873
O  3.6370  0.2972  -1.3879
O  3.1834  0.2036  -2.7415

Forces on atoms 1 to 2 (eV/Å):
-0.94 0.59 0.32
0.27 -0.20 0.10

# 2
Here is C6H11N3 in the gas phase from the OMol25 dataset. Energies are from wB97M-V/def2-TZVPD.

Values from the calculation:
SMILES string = CC1=C(N)N=CN(C)C1
Kohn-Sham gap = 7.462 eV
Energy relative to the best compared isomer or geometry (same formula, charge and spin) = 152.7 kJ/mol
HOMO level = -6.8 eV
Calculated total energy = -399.4371 hartree

Positions of all 20 atoms, in Å:
C  -0.8760  0.1056  -0.5393
C  -1.7263  2.2999  0.2239
C  0.5690  -1.7063  -1.5456
N  -0.8866  1.1579  0.4680
C  1.0355  -0.8130  0.7800
C  0.4041  -0.7022  -0.4390
N  1.8899  -1.8234  1.1711
C  0.2769  1.2260  1.1549
N  0.8792  0.1915  1.6916
H  2.4655  -1.5877  1.9648
H  2.2427  -2.4571  0.4746
H  -1.7783  -0.5231  -0.4285
H  -0.9440  0.5637  -1.5409
H  0.4935  2.1909  1.6039
H  -1.5560  3.0588  0.9855
H  -2.7753  1.9950  0.2563
H  -1.5285  2.7368  -0.7627
H  -0.1898  -2.4934  -1.4898
H  0.4623  -1.2241  -2.5201
H  1.5422  -2.1957  -1.5086

Forces on atoms 1 to 2 (eV/Å):
0.15 -0.51 -0.28
0.14 0.33 -0.27

# 3
Here is C22H21BrN5O6Tc as an isolated structure from the OMol25 dataset. Energies are from wB97M-V/def2-TZVPD.

Values from the calculation:
Kohn-Sham gap (alpha / beta) = 6.563 / 6.985 eV
Spin multiplicity = 4
Energy relative to the best compared isomer or geometry (same formula, charge and spin) = 79.7 kJ/mol
HOMO level (alpha / beta) = -4.7 / -5.2 eV
Calculated total energy = -4230.9783 hartree
Net charge = -1

Positions of all 56 atoms, in Å:
Tc  0.8758  -1.2603  0.1712
O  -4.4639  -3.7939  -3.7886
C  -3.7750  -4.4784  -3.0089
O  -3.8762  -5.6613  -2.6479
C  -2.5674  -3.7139  -2.3915
C  -2.2885  -2.4116  -2.7866
C  -1.2380  -1.7333  -2.2053
N  -0.4683  -2.2937  -1.2678
C  -0.7062  -3.5643  -0.9025
C  -1.7410  -4.3026  -1.4396
C  0.2755  -4.1117  0.1148
O  0.2281  -5.2674  0.4713
O  1.1733  -3.2419  0.5007
H  -2.9183  -1.9548  -3.5374
H  -0.9930  -0.7149  -2.4760
H  -1.9109  -5.3234  -1.1294
O  2.1395  -1.1073  -1.5955
N  2.5917  0.0249  -1.9529
N  2.2093  0.9836  -1.2060
O  1.4227  0.7989  -0.1646
C  2.6535  2.3153  -1.4786
C  2.1382  3.3477  -0.7114
C  2.5458  4.6502  -0.9611
C  3.4601  4.9215  -1.9665
C  3.9729  3.8735  -2.7236
C  3.5781  2.5703  -2.4846
H  1.4346  3.1129  0.0744
H  2.1447  5.4556  -0.3600
H  3.7766  5.9377  -2.1593
H  4.6917  4.0741  -3.5071
H  3.9734  1.7502  -3.0664
Br  -3.0334  -1.2966  0.9740
C  -2.7107  0.4751  0.3872
C  -3.6593  1.4551  0.6530
C  -3.4191  2.7235  0.1600
C  -2.2632  2.9597  -0.5710
C  -1.3852  1.9085  -0.7636
N  -1.6004  0.6828  -0.2854
H  -4.5507  1.2161  1.2133
H  -4.1332  3.5178  0.3364
H  -2.0459  3.9355  -0.9827
H  -0.4620  2.0433  -1.3131
C  2.0480  -1.3156  3.6867
C  0.7319  -0.6686  3.2383
C  0.7719  0.8425  3.4973
C  -0.4422  -1.3056  3.9859
N  0.5458  -0.8804  1.8322
H  2.2136  -1.1554  4.7548
H  2.8822  -0.8816  3.1325
H  2.0207  -2.3864  3.4839
H  0.9375  1.0502  4.5573
H  -0.1711  1.2960  3.1891
H  1.5766  1.2936  2.9146
H  -0.3282  -1.1540  5.0617
H  -0.4788  -2.3759  3.7807
H  -1.3838  -0.8612  3.6633

Forces on atoms 1 to 2 (eV/Å):
0.20 -0.45 -0.19
-0.03 0.00 0.01

# 4
Here is an isolated ion of composition CH3NO3P and charge -1 from the OMol25 dataset. Energies are from wB97M-V/def2-TZVPD.

Values from the calculation:
SMILES string = CP([O-])ON=O
Kohn-Sham gap (alpha / beta) = 7.288 / 7.289 eV
Energy relative to the best compared isomer or geometry (same formula, charge and spin) = 426.2 kJ/mol
HOMO level (alpha / beta) = -2.8 / -2.8 eV
Calculated total energy = -661.7136 hartree
Net charge = -1

Positions of all 9 atoms, in Å:
C  1.1497  -0.0258  -0.2014
N  -1.9768  -1.0518  0.4378
O  -1.4271  0.1061  0.8409
O  -1.4166  -1.4918  -0.5775
O  -0.1028  2.2158  0.3148
P  -0.4024  0.9277  -0.3986
H  1.6651  0.3879  0.7114
H  1.8328  -0.1538  -1.1081
H  0.6781  -0.9142  -0.0192

Forces on atoms 1 to 2 (eV/Å):
1.86 1.56 -0.19
1.60 0.50 -1.62

# 5
Here is C4H9NO2 in the gas phase from the OMol25 dataset. Energies are from wB97M-V/def2-TZVPD.

Values from the calculation:
SMILES string = CCCOC(N)=O
Kohn-Sham gap = 11.386 eV
Energy relative to the best compared isomer or geometry (same formula, charge and spin) = 27.4 kJ/mol
HOMO level = -10.4 eV
Calculated total energy = -363.0751 hartree

Positions of all 16 atoms, in Å:
C  -1.8100  -0.3372  -0.7644
C  -1.2310  0.9112  -0.1109
C  -0.2174  0.5575  0.9736
O  1.0790  0.5473  0.3755
C  1.6562  -0.6496  0.1508
O  1.3737  -1.6838  0.7123
N  2.5898  -0.5119  -0.8305
H  -2.3388  -0.9454  -0.0185
H  -2.5244  -0.0915  -1.5495
H  -1.0260  -0.9423  -1.2257
H  -0.7191  1.5569  -0.8407
H  -2.0286  1.5288  0.3109
H  -0.1814  1.3033  1.7665
H  -0.4017  -0.4228  1.4242
H  3.2231  -1.2767  -0.9701
H  2.8445  0.4020  -1.1671

Forces on atoms 1 to 2 (eV/Å):
-0.12 -0.01 -0.08
-0.03 0.13 0.09

# 6
Here is C42H41NO3P2STi as an isolated structure from the OMol25 dataset. Energies are from wB97M-V/def2-TZVPD.

Values from the calculation:
Kohn-Sham gap = 4.248 eV
Energy relative to the best compared isomer or geometry (same formula, charge and spin) = 466.9 kJ/mol
HOMO level = -11.4 eV
Calculated total energy = -3835.1144 hartree
Net charge = +2

Positions of all 91 atoms, in Å:
Ti  0.0264  0.3431  -3.1068
C  -1.6058  1.1424  -3.8322
C  -1.6365  -0.3060  -3.8856
C  -1.1562  -1.0706  -5.0869
C  0.3783  -1.1299  -5.3368
C  1.2778  -0.3797  -4.3940
C  1.4217  1.0429  -4.2781
C  0.5887  2.0873  -4.9360
C  -0.9625  1.9822  -4.8998
C  2.6137  0.4821  2.4392
H  -2.2977  1.6560  -3.1649
H  -2.3348  -0.8349  -3.2365
H  -1.6197  -0.6975  -6.0159
H  -1.4931  -2.1147  -4.9879
H  0.6607  -2.1991  -5.3128
H  0.5468  -0.8335  -6.3897
H  2.0571  -0.9764  -3.9164
H  2.3380  1.4055  -3.8052
H  0.8625  2.1714  -6.0000
H  0.8635  3.0553  -4.4895
H  -1.3413  3.0079  -4.7559
H  -1.3251  1.6782  -5.8976
H  1.6270  0.9499  2.4486
H  3.3244  1.0558  3.0425
H  2.5367  -0.5218  2.8634
P  -2.5238  -0.9529  0.9943
P  3.2580  0.3508  0.8022
C  0.8813  0.2019  -0.9999
C  2.0300  -0.2770  -0.4701
C  -3.6325  -2.3269  1.0799
C  -3.4119  -3.3141  0.0795
C  -4.1575  -4.4860  0.1073
C  -5.0768  -4.6939  1.1507
C  -5.2813  -3.7311  2.1455
C  -4.5410  -2.5468  2.1223
C  -3.2455  0.4986  0.2137
C  -2.5419  1.7142  0.0207
C  -3.2345  2.8482  -0.3866
C  -4.6054  2.7710  -0.6823
C  -5.2219  1.5143  -0.7260
C  -4.5313  0.3709  -0.3430
C  4.6926  -0.6990  0.8013
C  4.5218  -2.0960  0.8401
C  5.6458  -2.9266  0.8831
C  6.9318  -2.3713  0.8736
C  7.0944  -0.9808  0.8388
C  5.9786  -0.1433  0.8189
C  3.5945  1.9709  0.1041
C  2.7063  3.0155  0.4256
C  2.6493  4.1480  -0.3895
C  3.4737  4.2405  -1.5172
C  4.3900  3.2226  -1.8134
C  4.4534  2.0835  -1.0054
H  0.0901  0.6161  -0.3518
H  2.4044  -1.2265  -0.8932
H  -2.6510  -3.1234  -0.6767
H  -4.0139  -5.2349  -0.6810
H  -5.6373  -5.6332  1.1857
H  -6.0103  -3.8915  2.9500
H  -4.6587  -1.7939  2.8980
H  -1.4687  1.7618  0.1789
H  -2.7115  3.8010  -0.4593
H  -5.1745  3.6788  -0.9090
H  -6.2506  1.4105  -1.0718
H  -4.9761  -0.6236  -0.4197
H  3.5146  -2.5123  0.8455
H  5.5218  -4.0107  0.9342
H  7.8091  -3.0251  0.8973
H  8.0975  -0.5452  0.8347
H  6.0961  0.9429  0.8174
H  2.0564  2.9360  1.3002
H  1.9568  4.9582  -0.1506
H  3.4002  5.1050  -2.1777
H  5.0599  3.3041  -2.6729
H  5.1650  1.2863  -1.2375
O  -0.6600  -2.4544  2.5520
C  -1.1583  -1.5304  3.1950
N  -2.0862  -0.6190  2.6240
S  -1.7094  1.0357  3.2277
O  -0.5613  1.5161  2.4666
O  -2.9519  1.7517  3.1736
C  -1.3205  0.2613  4.7633
C  -1.6523  0.8087  5.9916
C  -1.7164  -0.0549  7.0884
C  -1.3768  -1.4123  6.9493
C  -0.9680  -1.9364  5.7197
C  -1.0168  -1.0979  4.6022
H  -1.9059  1.8658  6.0397
H  -2.0603  0.3306  8.0475
H  -1.4730  -2.0724  7.8122
H  -0.6485  -2.9735  5.5736

Forces on atoms 1 to 2 (eV/Å):
1.44 -1.11 5.41
-2.96 -0.65 -0.62

Which formula does entry 6 have?
C42H41NO3P2STi

Which of these has the highest calculated total energy?
C4H9NO2

Among the records above, which one has the lowest energy relative to the best compared isomer or geometry (same formula, charge and spin)?
C4H9NO2